{
  "formula": "C38H104Cl4N15O7P5",
  "method": "wB97M-V/def2-TZVPD",
  "orbital_gap_ev": [7.282, 2.985],
  "multiplicity": 2,
  "lumo_ev": [-2.373, -6.669],
  "charge": 1,
  "symbols": ["N", "Cl", "H", "C", "H", "C", "P", "H", "C", "H", "N", "H", "P", "H", "H", "P", "H", "H", "N", "H", "H", "H", "C", "H", "H", "C", "H", "C", "H", "H", "C", "H", "N", "H", "C", "C", "H", "H", "H", "H", "H", "C", "H", "H", "O", "H", "H", "H", "H", "H", "C", "H", "H", "O", "H", "H", "N", "P", "H", "H", "H", "C", "H", "H", "C", "N", "H", "C", "H", "H", "C", "O", "H", "C", "H", "H", "H", "P", "C", "O", "C", "N", "C", "H", "H", "H", "O", "H", "H", "H", "C", "H", "H", "H", "C", "C", "H", "N", "Cl", "H", "H", "H", "H", "H", "C", "C", "H", "H", "H", "C", "C", "N", "O", "N", "C", "H", "C", "C", "O", "N", "C", "H", "H", "H", "Cl", "H", "H", "C", "H", "H", "Cl", "H", "N", "H", "H", "H", "H", "H", "C", "H", "H", "C", "H", "N", "C", "H", "H", "C", "H", "N", "H", "H", "H", "C", "H", "H", "H", "H", "H", "H", "C", "H", "H", "H", "H", "H", "H", "N", "H", "C", "H", "H", "H"],
  "positions_angstrom": [[-3.296, -5.133, -6.907], [2.679, -3.112, 2.462], [-4.872, -5.776, -8.188], [0.748, 2.559, 4.355], [-3.958, 2.108, -2.315], [8.899, 3.662, 1.397], [-1.690, -5.468, -6.537], [-7.120, -0.821, -2.216], [-6.485, -1.662, -1.937], [3.701, -0.372, 3.299], [-2.143, 4.820, 0.624], [-3.769, 5.744, -0.520], [-1.089, 6.064, 0.182], [-6.323, 0.676, -0.310], [-0.735, 6.037, 3.523], [-4.032, -0.404, -2.003], [-3.280, -6.365, -4.301], [7.849, 4.441, -0.807], [-1.529, -5.299, -4.776], [0.000, 0.520, -1.475], [-1.850, 8.576, 1.222], [7.513, 5.735, 0.406], [-3.559, -4.053, 2.305], [-5.245, 0.714, -5.164], [-3.272, -3.832, -3.153], [0.586, 3.893, -0.721], [0.959, -2.859, 7.281], [1.661, 6.050, -0.174], [6.211, 4.832, -0.287], [-0.234, -2.294, -6.431], [-4.105, -4.030, -6.457], [0.244, -5.604, -3.650], [-0.799, 6.841, 1.727], [4.553, -0.692, 5.193], [0.380, -4.153, -8.160], [-4.839, 1.959, -2.939], [-1.770, -2.348, -3.727], [-0.013, 3.338, 4.321], [-3.778, -6.266, 2.687], [9.142, 4.673, 1.724], [-1.953, -2.531, -6.121], [3.636, 3.804, 2.108], [2.587, 5.517, 0.041], [3.818, 2.021, 0.387], [1.424, 1.189, 7.153], [5.541, 1.997, -0.011], [1.459, -2.355, 4.838], [-3.739, -3.602, -5.524], [1.524, 2.958, 5.008], [-2.048, 4.424, 2.669], [3.835, -0.240, 5.877], [8.945, 2.994, 2.256], [-3.277, -6.466, -8.562], [-4.577, -3.271, 2.692], [-5.050, 0.192, 0.577], [-6.048, -2.099, -2.835], [0.259, 1.308, 4.908], [1.254, 0.380, 5.944], [4.503, -2.931, -0.961], [-6.475, -0.935, 0.614], [-4.131, -3.206, -7.171], [-0.039, 0.163, -0.446], [9.602, 3.317, 0.638], [6.925, 2.968, 4.895], [3.642, -3.001, -0.296], [7.441, 3.723, 0.972], [-0.574, -4.622, 1.912], [0.401, -2.215, 5.056], [4.419, -1.932, 1.427], [-4.918, -0.881, -4.654], [-3.609, -3.134, -2.386], [-2.414, -3.500, 2.061], [2.408, 0.872, 3.127], [-3.507, 4.829, 0.012], [0.044, -4.712, -9.034], [3.455, 3.384, 3.097], [-4.578, -3.390, -1.957], [6.321, 3.660, 2.274], [-3.937, -6.137, -7.759], [-2.980, 0.146, -1.146], [-2.332, -5.749, 1.076], [0.467, 5.244, -0.036], [0.429, -1.914, 7.404], [-0.895, 3.570, 1.533], [3.847, 4.873, 2.153], [4.178, 0.539, 6.557], [-1.203, -6.753, -7.034], [0.044, -1.747, 4.139], [-4.289, -7.061, -7.299], [-3.558, 3.918, -0.584], [-0.017, 6.137, 2.709], [-1.430, 1.705, 6.157], [-2.500, 7.785, 2.625], [2.764, 3.476, 1.543], [-2.374, -1.455, -3.571], [-1.911, 3.922, 1.711], [1.846, 6.284, -1.222], [-4.658, 0.548, -3.184], [2.827, -4.627, -0.519], [7.762, 0.319, 2.891], [-1.742, -6.525, 1.563], [-1.489, -1.493, -0.621], [0.425, 3.955, -1.797], [-0.833, 0.756, 0.009], [7.055, 0.902, 2.301], [-1.148, -2.735, -6.828], [0.667, 6.741, 3.304], [3.644, -1.179, 6.396], [0.317, -4.019, -4.622], [3.986, -2.909, 1.213], [7.244, 4.741, 0.049], [-3.535, -1.784, -2.837], [-1.462, 7.034, -0.876], [-5.453, -0.911, -1.217], [-1.527, -4.395, 1.435], [-1.809, -0.730, -2.986], [-0.440, -1.361, -0.353], [-0.286, -4.785, -4.134], [6.237, 4.861, 3.200], [6.632, 2.101, 3.050], [-5.866, -0.260, 0.013], [5.393, 2.102, 4.660], [-0.328, -1.704, 0.675], [-1.476, 0.192, 5.427], [1.431, 0.326, 0.470], [-0.096, 3.169, -0.275], [-1.299, -2.243, -7.789], [6.467, 2.069, 4.481], [-2.708, -1.004, -4.505], [1.149, 2.388, 3.356], [0.361, -2.463, -1.566], [1.262, -4.738, -7.901], [-0.751, -4.107, -7.143], [-2.358, -5.837, -0.010], [1.561, 7.065, 0.212], [-2.712, 3.209, 1.518], [-5.144, -4.353, -6.390], [-1.242, -3.822, 0.553], [-1.564, 8.045, 2.130], [-1.788, 1.666, 4.432], [-4.944, 2.479, -3.892], [4.699, 2.644, 0.236], [-6.434, -0.169, -4.245], [4.851, 3.155, 1.588], [-2.279, -6.211, -3.897], [-1.050, 8.680, 2.851], [-1.701, -7.108, -4.119], [-1.175, 1.219, 5.215], [0.375, 5.183, 2.356], [2.677, 0.113, 5.110], [-4.582, -5.644, 1.351], [4.833, -3.561, 1.428], [-2.812, -3.376, -1.684], [-3.641, -5.535, 1.890], [6.853, 1.149, 4.920], [-5.790, 2.098, -2.425], [4.571, 3.455, -0.481], [2.842, -2.307, -0.555], [-4.195, 4.702, 0.848], [0.956, -1.265, 8.104], [-5.368, 0.050, -4.309], [0.031, -3.177, 5.412], [-0.717, -4.296, -3.260], [-0.610, -2.053, 7.701], [1.621, 3.554, -0.667], [6.132, 0.449, 1.939], [7.512, 1.181, 1.352], [0.470, -1.184, 6.137], [-2.301, -6.143, -2.810], [2.721, -0.038, 3.638], [-6.901, -2.409, -1.260], [2.026, -0.800, 3.286], [0.631, -3.206, -8.639]]
}